DFT (ωB97M-V with the def2-TZVPD basis set) results for C5H8O as an isolated structure.

Values from the calculation:
Multiplicity ... 1
E_HOMO ... -9.2 eV
E ... -7360.0303 eV
ΔE to the lowest compared entry with this formula, charge and spin ... 51.3 kcal per mole
Frontier orbital gap ... 10.31 eV
Strongest force on any atom ... 0.4 eV/A

Last column: Löwdin charge in e.
Geometry (Å):
1 O -0.683 0.994 0.786  -0.061
2 C 1.697 0.609 0.147  0.002
3 C -0.188 -1.312 0.510  -0.026
4 C -1.573 0.601 -0.278  -0.140
5 C 0.307 0.078 0.298  -0.475
6 C -0.648 -0.523 -0.697  -0.154
7 H -2.584 0.368 0.077  0.118
8 H -0.464 -0.859 -1.712  0.133
9 H 2.253 0.602 1.091  0.083
10 H -1.612 1.392 -1.039  0.122
11 H 0.493 -2.128 0.280  0.111
12 H 2.254 0.035 -0.601  0.087
13 H -0.869 -1.502 1.337  0.114
14 H 1.618 1.644 -0.199  0.087

Atomic forces in eV per Å
O 0.07 0.14 0.07
C -0.01 0.01 0.02
C 0.01 -0.11 0.11
C -0.32 -0.04 -0.15
C 0.33 -0.09 -0.01
C -0.05 0.00 -0.27
H 0.15 -0.02 -0.01
H -0.04 0.09 0.15
H -0.10 -0.03 -0.12
H -0.09 -0.11 0.12
H -0.05 0.23 0.01
H -0.08 0.03 0.19
H 0.07 0.06 -0.11
H 0.11 -0.14 0.01

=====

DFT (ωB97M-V with the def2-TZVPD basis set) results for the molecule C5H8O.

Values from the calculation:
Multiplicity ... 1
E_HOMO ... -7.5 eV
E ... -7356.1762 eV
ΔE to the lowest compared entry with this formula, charge and spin ... 140.2 kcal per mole
Frontier orbital gap ... 7.99 eV
Strongest force on any atom ... 0.4 eV/A

Last column: Löwdin charge in e.
Geometry (Å):
1 O 0.642 -1.843 0.588  0.085
2 C 0.418 0.035 -0.975  -0.184
3 C -1.038 -0.441 -0.945  -0.085
4 C 0.501 1.427 -0.265  -0.164
5 C 0.082 0.772 1.086  -0.101
6 C -0.184 -0.451 0.252  -0.417
7 H 1.170 -1.564 -0.262  0.142
8 H 0.107 -2.630 0.376  0.133
9 H -0.211 2.177 -0.630  0.099
10 H -1.250 -1.384 -1.447  0.085
11 H -0.766 1.186 1.644  0.103
12 H 1.506 1.859 -0.263  0.089
13 H -1.900 0.235 -0.924  0.103
14 H 0.924 0.624 1.767  0.111

Atomic forces in eV per Å
O -0.03 -0.24 -0.32
C 0.03 0.21 0.00
C -0.27 -0.15 0.00
C 0.07 0.31 -0.02
C -0.01 0.02 0.14
C 0.10 -0.01 -0.08
H -0.16 -0.21 0.30
H 0.08 0.18 0.10
H 0.11 -0.14 0.03
H 0.10 0.18 0.08
H 0.14 -0.10 -0.09
H -0.20 -0.02 -0.02
H 0.15 -0.09 -0.01
H -0.11 0.05 -0.13

=====

DFT (ωB97M-V with the def2-TZVPD basis set) results for the molecule C5H8O.

Values from the calculation:
Multiplicity ... 1
E_HOMO ... -9.3 eV
E ... -7360.7433 eV
ΔE to the lowest compared entry with this formula, charge and spin ... 34.9 kcal per mole
Frontier orbital gap ... 10.47 eV
Strongest force on any atom ... 0.3 eV/A
SMILES ... C1C[C@@H]2C[C@@H]2O1

Last column: Löwdin charge in e.
Geometry (Å):
1 O -0.839 1.179 0.524  -0.088
2 C 1.009 0.214 -0.559  -0.131
3 C 0.283 -0.895 0.201  -0.220
4 C -1.084 -1.168 -0.371  -0.054
5 C 0.504 1.477 0.139  -0.183
6 C -0.912 -0.201 0.770  -0.283
7 H 0.673 0.228 -1.601  0.110
8 H -1.243 -0.799 -1.382  0.109
9 H 0.839 -1.654 0.743  0.134
10 H 2.095 0.116 -0.561  0.112
11 H -1.574 -2.114 -0.151  0.102
12 H -1.349 -0.458 1.732  0.147
13 H 1.121 1.711 1.023  0.122
14 H 0.476 2.363 -0.507  0.121

Atomic forces in eV per Å
O -0.05 -0.04 -0.12
C 0.08 0.06 -0.12
C 0.16 -0.06 -0.02
C -0.17 -0.12 -0.16
C 0.23 0.22 -0.05
C -0.10 -0.20 0.20
H 0.15 -0.04 0.06
H -0.14 0.05 0.27
H -0.10 0.15 -0.12
H -0.07 0.03 0.14
H 0.10 0.18 0.03
H 0.14 0.05 -0.11
H -0.22 -0.08 -0.11
H 0.01 -0.20 0.12